Computed, not measured: a 2-piece molecular cluster, CH6N4O3S overall, with ωB97M-V with the def2-TZVPD basis set.

The geometry in ORCA input format:
```
! wB97M-V def2-TZVPD RIJCOSX def2/J DEFGRID3
* xyz 0 1
C 0.90502 0.23835 -0.25645
N 1.59909 0.80903 -1.33043
N 0.95328 0.79313 0.95800
N -0.26807 -1.46012 0.69140
N 0.35515 -0.97098 -0.30547
O -1.80552 1.16470 -0.83937
O -1.88777 1.33760 1.52753
O -1.04895 -2.57581 0.31262
S -2.47890 0.70678 0.36980
H 1.22669 0.40183 -2.10448
H 1.25960 1.73840 -1.34404
H 1.37300 1.72727 0.94091
H 0.11613 0.74131 1.68124
H 0.43151 -1.38752 -1.20338
H -0.73026 -3.26398 0.90214
*
```

Computed properties:
- LUMO energy (alpha / beta): -0.775 / -0.776 eV
- Energy relative to the best compared isomer or geometry (same formula, charge and spin): 304.3 kJ/mol